Below is a 24-piece molecular cluster, C5H52IN2O23 overall in a non-equilibrium geometry, with properties calculated with ωB97M-V/def2-TZVPD.

Cartesian coordinates (Å):
I1 2.764 0.137 2.211
O1 -5.285 5.981 -0.674
O2 3.279 -8.403 -3.235
O3 -6.219 5.703 2.917
O4 -2.183 6.079 -1.863
O5 -2.476 -6.179 1.168
O6 -8.780 5.911 3.507
O7 -0.046 1.684 4.341
O8 -0.360 0.704 -0.043
O9 5.850 0.243 4.191
O10 -0.463 -4.852 -0.584
O11 -1.594 6.565 -5.143
O12 -7.009 7.929 -2.288
O13 3.548 -6.759 -0.982
O14 -0.405 -6.501 -3.154
O15 5.899 -5.765 0.468
O16 -4.219 7.328 2.252
O17 -4.449 1.424 -2.837
O18 1.136 4.399 3.641
O19 2.377 1.896 -1.275
O20 -1.942 2.920 -1.370
O21 8.957 -2.934 3.046
O22 -9.260 5.551 -3.267
O23 3.404 -9.702 -0.514
N1 1.874 -2.671 0.665
N2 3.920 -3.575 -0.234
C1 5.682 -1.866 0.487
C2 2.880 -1.692 1.069
C3 4.155 -2.309 0.465
C4 2.493 -3.759 -0.071
C5 6.576 -2.704 1.240
H1 0.014 0.175 0.673
H2 0.472 -6.704 -3.503
H3 6.043 -0.921 -0.054
H4 -9.448 6.131 2.846
H5 -4.111 6.576 2.846
H6 -6.634 7.398 -1.571
H7 -6.565 6.325 3.570
H8 -4.685 6.959 1.492
H9 -1.517 6.707 -6.095
H10 -8.387 5.091 3.180
H11 1.941 -4.683 -0.483
H12 -8.624 6.172 -2.883
H13 4.197 -6.151 -0.599
H14 -1.138 -4.438 -1.139
H15 -4.369 6.196 -0.903
H16 0.124 2.062 5.214
H17 4.620 -4.176 -0.716
H18 0.405 3.781 3.782
H19 -9.182 5.696 -4.218
H20 9.839 -3.126 2.702
H21 2.904 -8.930 -0.217
H22 3.215 -9.086 -2.552
H23 -0.230 -6.123 -2.282
H24 0.835 1.488 3.996
H25 5.122 0.281 3.559
H26 -5.628 5.549 -1.466
H27 -4.772 1.321 -3.740
H28 6.136 -3.600 1.821
H29 -2.411 2.549 -2.130
H30 5.536 -6.498 0.986
H31 1.158 4.521 2.683
H32 -0.958 7.184 -4.762
H33 -3.406 -6.431 1.116
H34 -5.239 1.323 -2.292
H35 -1.833 2.166 -0.772
H36 -6.248 8.144 -2.842
H37 6.641 0.239 3.637
H38 9.124 -2.553 3.918
H39 3.035 -10.433 -0.001
H40 -2.001 5.853 -2.785
H41 5.390 -4.998 0.762
H42 2.947 2.195 -1.995
H43 0.404 0.918 -0.601
H44 3.751 -8.836 -3.957
H45 3.625 -6.617 -1.937
H46 -2.002 -6.986 0.927
H47 0.869 -2.610 0.878
H48 -0.880 -4.909 0.288
H49 -6.549 6.041 2.076
H50 -2.112 5.234 -1.396
H51 7.704 -2.536 1.292
H52 2.774 2.285 -0.485

Values from the calculation:
Total charge: +1
HOMO-LUMO gap, eV: 7.16
LUMO level, eV: -4.14

Below is C39H51Cl2N2O2P3Zr as an isolated structure in a non-equilibrium geometry, with properties calculated with ωB97M-V/def2-TZVPD.

Cartesian coordinates (Å):
Zr1 0.307 -0.594 1.946
Cl1 -0.169 -1.617 4.115
Cl2 2.584 0.349 2.117
P1 -3.748 -2.350 -0.281
P2 1.270 0.908 -3.505
P3 1.653 -2.814 1.521
O1 -0.556 4.239 6.459
O2 -2.144 -0.303 -1.949
N1 0.155 2.110 6.959
N2 -0.456 1.501 2.657
C1 2.941 -2.984 0.242
C2 -1.714 0.438 6.801
C3 -1.621 -1.487 1.335
C4 -0.987 4.349 -5.672
C5 -0.492 -1.275 -6.575
C6 -1.895 3.355 4.149
C7 0.871 -1.726 -4.189
C8 -4.252 -3.266 1.175
C9 2.569 -3.299 3.030
C10 1.044 3.084 -5.447
C11 -0.445 3.031 6.135
C12 -1.206 -1.073 -1.130
C13 0.298 4.049 -6.101
C14 -0.139 -2.568 -6.210
C15 3.867 1.933 -3.723
C16 5.087 2.214 -4.328
C17 -0.801 2.700 4.719
C18 -0.051 1.838 3.919
C19 -0.152 -0.206 -5.760
C20 0.092 -0.281 -0.755
C21 2.006 1.894 8.597
C22 -0.224 0.690 6.876
C23 0.581 -4.259 1.244
C24 -1.581 2.059 2.134
C25 -0.773 2.731 -3.894
C26 -1.511 3.712 -4.549
C27 -2.085 -1.584 0.075
C28 0.524 -2.799 -5.005
C29 0.503 2.382 -4.360
C30 0.563 -0.415 -4.575
C31 -4.932 -1.067 -0.652
C32 5.420 1.611 -5.541
C33 -2.296 3.029 2.852
C34 3.337 0.402 -5.511
C35 4.551 0.693 -6.117
C36 2.960 1.050 -4.325
C37 -3.575 -3.470 -1.654
C38 0.659 2.520 8.264
C39 0.910 0.407 -1.547
H1 3.387 -3.978 0.350
H2 1.219 -5.141 1.136
H3 1.982 0.804 8.712
H4 -3.126 -2.950 -2.498
H5 -5.264 -3.648 1.014
H6 -1.012 -1.085 -7.502
H7 0.722 4.548 -6.956
H8 -2.960 -4.320 -1.360
H9 0.746 3.603 8.232
H10 4.793 0.216 -7.052
H11 -1.590 5.070 -6.209
H12 2.046 2.859 -5.782
H13 -4.246 -2.611 2.049
H14 5.747 2.926 -3.843
H15 -2.452 4.110 4.700
H16 -1.930 1.649 1.171
H17 3.193 -2.458 3.354
H18 0.238 0.241 5.990
H19 -0.360 -3.400 -6.868
H20 3.686 -2.195 0.392
H21 -2.499 3.943 -4.165
H22 -1.179 2.238 -3.011
H23 -1.681 0.059 -2.728
H24 1.857 -3.548 3.823
H25 -4.558 -3.841 -1.944
H26 -4.472 -0.376 -1.363
H27 2.384 2.311 9.533
H28 -0.926 -2.010 -1.687
H29 6.344 1.879 -6.041
H30 2.669 -0.317 -5.961
H31 1.408 -1.896 -3.255
H32 -1.871 -0.643 6.793
H33 -2.302 -1.702 2.156
H34 -2.241 0.885 7.653
H35 3.190 -4.161 2.767
H36 3.603 2.410 -2.781
H37 -3.205 3.431 2.397
H38 0.805 -3.799 -4.683
H39 -0.100 -4.369 2.094
H40 -0.009 -4.094 0.336
H41 1.877 0.923 -1.425
H42 -0.426 0.800 -6.047
H43 -0.046 2.236 9.061
H44 0.894 1.396 4.267
H45 -3.578 -4.112 1.344
H46 0.233 0.224 7.751
H47 -2.113 0.857 5.870
H48 -5.206 -0.544 0.269
H49 -5.824 -1.528 -1.089
H50 2.472 -2.866 -0.740
H51 2.732 2.136 7.808

Values from the calculation:
Total charge: +2
HOMO-LUMO gap, eV: 7.08
LUMO level, eV: -5.78

Question: Look up the total charge of the first one.
Answer: +1

Question: Among the records above, which one has the highest total charge?
Answer: C39H51Cl2N2O2P3Zr